Entry A
Below is 2 unconnected molecules or ions with the total composition CH2N2OS2, with properties calculated with ωB97M-V/def2-TZVPD.

Computed properties:
HOMO-LUMO gap (alpha / beta) = 10.0908 / 4.2366 eV
Spin multiplicity = 1

Each line ends with the Mulliken charge.
Cartesian coordinates (Å):
C: -2.513 -0.263 0.060  0.445
N: -3.041 -0.455 -0.956  -0.286
N: 1.286 -0.484 -0.235  -0.344
O: 1.682 1.962 0.278  -0.437
S: -1.726 -0.053 1.436  -0.165
S: 2.251 0.942 -0.542  0.404
H: 0.747 -0.295 0.624  0.187
H: 1.314 -1.355 -0.664  0.196

=====

Entry B
Below is 2 unconnected molecules or ions with the total composition CH2N2OS2, with properties calculated with ωB97M-V/def2-TZVPD.

Computed properties:
HOMO-LUMO gap (alpha / beta) = 7.2526 / 6.4298 eV
Spin multiplicity = 1

Each line ends with the Mulliken charge.
Cartesian coordinates (Å):
C: 0.192 0.070 0.036  0.447
N: -2.636 -0.682 0.395  0.349
N: -0.861 0.497 0.689  -0.481
O: -3.361 -0.533 1.253  -0.177
S: 1.653 0.596 0.523  -0.344
S: -0.121 -0.868 -1.371  -0.225
H: -0.887 0.757 1.650  0.273
H: 0.962 -0.420 -2.018  0.157

=====

Entry C
Below is a single CH2N2OS2 molecule, with properties calculated with ωB97M-V/def2-TZVPD.

Computed properties:
HOMO-LUMO gap (alpha / beta) = 7.8496 / 6.8064 eV
Spin multiplicity = 1

Each line ends with the Mulliken charge.
Cartesian coordinates (Å):
C: 1.613 0.075 -0.042  -0.303
N: 0.875 -0.947 -0.365  0.081
N: -0.146 -1.500 -0.132  -0.325
O: -2.782 1.460 -0.475  -0.421
S: -1.691 -1.093 0.453  0.095
S: -1.728 0.966 0.427  0.333
H: 1.395 0.740 0.735  0.290
H: 2.465 0.299 -0.600  0.248

=====

Energetically preferred structure: entry A | next structure: +94.6 kJ/mol

=====

Entry A
Below is a single CH2N2OS2 molecule, with properties calculated with ωB97M-V/def2-TZVPD.

Computed properties:
SMILES string = O=NNC(=S)S
HOMO-LUMO gap (alpha / beta) = 7.4799 / 7.4804 eV
Spin multiplicity = 1

Each line ends with the Mulliken charge.
Cartesian coordinates (Å):
C: 0.156 -0.063 -0.148  0.317
N: -1.469 1.850 0.409  0.244
N: -0.692 0.844 -0.605  -0.197
O: -2.327 2.514 -0.048  -0.302
S: 0.957 -1.117 -1.190  -0.301
S: 0.283 -0.199 1.651  -0.182
H: -1.148 0.857 -1.494  0.251
H: 0.675 -1.482 1.642  0.171

=====

Entry B
Below is 2 unconnected molecules or ions with the total composition CH2N2OS2, with properties calculated with ωB97M-V/def2-TZVPD.

Computed properties:
HOMO-LUMO gap = 8.0081 eV
Spin multiplicity = 1

Each line ends with the Mulliken charge.
Cartesian coordinates (Å):
C: 0.087 0.365 0.353  -0.556
N: 0.484 1.577 0.205  0.478
N: 0.889 2.650 0.212  -0.534
O: 1.166 -0.394 -2.960  -0.412
S: 2.920 1.224 -1.382  -0.159
S: 1.917 -0.415 -1.710  0.446
H: 0.584 -0.161 1.178  0.341
H: -0.702 -0.005 -0.315  0.396

=====

Energetically preferred structure: entry B | next structure: +38.9 kJ/mol

=====

Entry A
Below is a single C9H10N4 molecule, with properties calculated with ωB97M-V/def2-TZVPD.

Computed properties:
SMILES string = Cc1ccccc1N/C(N)=N/C#N
HOMO-LUMO gap = 9.3982 eV
Spin multiplicity = 1

Each line ends with the Mulliken charge.
Cartesian coordinates (Å):
C: 0.121 1.740 1.095  -1.108
C: 1.018 0.769 0.344  0.754
C: 2.204 1.192 -0.117  -0.583
C: 3.051 0.326 -0.961  -0.500
C: 2.757 -0.983 -0.905  -0.550
C: 1.449 -1.456 -0.533  -0.939
C: 0.589 -0.575 0.104  0.703
C: -1.748 -0.618 0.154  0.284
C: -2.987 0.559 -1.214  0.477
H: -0.653 2.187 0.426  0.275
H: -0.447 0.970 1.855  0.231
H: 0.746 2.365 1.953  0.358
H: 2.366 2.240 -0.059  0.448
H: 3.911 0.817 -1.521  0.305
H: 3.365 -1.736 -1.420  0.305
H: 1.190 -2.393 -0.838  0.489
H: -0.650 -2.207 0.793  0.384
H: -3.883 -0.947 0.149  0.294
H: -3.031 -1.216 1.714  0.258
N: -0.573 -1.118 0.685  -0.264
N: -2.961 -1.172 0.587  -0.523
N: -1.744 0.359 -0.809  -0.506
N: -4.090 0.898 -1.481  -0.592

=====

Entry B
Below is a single C9H10N4 molecule, with properties calculated with ωB97M-V/def2-TZVPD.

Computed properties:
SMILES string = N#C/N=C(/N)NCc1ccccc1
HOMO-LUMO gap = 9.4066 eV
Spin multiplicity = 1

Each line ends with the Mulliken charge.
Cartesian coordinates (Å):
C: 1.414 1.388 1.033  0.635
C: 1.009 0.267 -1.072  -0.910
C: -0.336 -0.389 -0.738  0.325
C: -0.499 -1.430 0.233  -0.002
C: -1.861 -1.859 0.617  -0.537
C: -2.847 -1.545 -0.199  -0.223
C: -2.613 -0.782 -1.443  -0.586
C: -1.277 -0.497 -1.803  -0.604
C: 3.401 1.090 2.045  0.312
H: -0.675 1.281 1.042  0.272
H: -0.013 3.103 1.178  0.317
H: 2.555 -0.242 0.450  0.349
H: 1.821 0.012 -1.769  0.394
H: 0.782 1.196 -1.656  0.367
H: 0.578 -1.641 0.882  0.131
H: -1.906 -2.652 1.252  0.470
H: -3.877 -1.720 0.298  0.258
H: -3.323 -0.514 -2.092  0.506
H: -0.976 -0.095 -2.839  0.312
N: 0.139 1.983 0.756  -0.563
N: 1.688 0.448 0.093  -0.184
N: 2.139 1.718 2.048  -0.590
N: 4.679 0.881 1.685  -0.449

=====

Energetically preferred structure: entry A | next structure: +390.8 kJ/mol

=====

Entry A
Below is a molecular structure, C2H7N3, with properties calculated with ωB97M-V/def2-TZVPD.

Computed properties:
HOMO-LUMO gap = 9.5006 eV
Spin multiplicity = 1

Each line ends with the Mulliken charge.
Cartesian coordinates (Å):
C: -1.789 0.189 -0.049  -0.694
C: 0.655 0.203 0.039  0.555
H: -2.464 0.379 1.141  0.216
H: -2.484 -0.724 -0.772  0.215
H: -1.419 1.079 -0.785  0.269
H: -0.590 -1.476 0.044  0.237
H: 2.725 -0.200 0.412  0.245
H: 1.714 -1.596 -0.127  0.182
H: 1.668 1.754 -0.073  0.185
N: -0.523 -0.486 0.207  -0.232
N: 1.764 -0.600 -0.077  -0.473
N: 0.742 1.479 0.041  -0.705

=====

Entry B
Below is a single C2H7N3 molecule, with properties calculated with ωB97M-V/def2-TZVPD.

Computed properties:
SMILES string = [H]/N=C(/C)NN
HOMO-LUMO gap = 10.0486 eV
Spin multiplicity = 1

Each line ends with the Mulliken charge.
Cartesian coordinates (Å):
C: 0.879 1.036 -1.016  -1.165
C: 0.274 -0.150 -0.470  0.717
H: 1.430 0.767 -1.922  0.318
H: 0.139 1.818 -1.382  0.286
H: 1.492 1.420 -0.229  0.324
H: 0.127 -2.049 -0.356  0.222
H: -0.455 1.186 0.878  0.238
H: -1.831 -1.257 1.061  0.248
H: -0.748 -1.108 2.205  0.228
N: 0.433 -1.264 -1.034  -0.650
N: -0.442 0.181 0.723  -0.012
N: -1.297 -0.581 1.542  -0.756

=====

Entry C
Below is a single C2H7N3 molecule, with properties calculated with ωB97M-V/def2-TZVPD.

Computed properties:
SMILES string = [H]/N=N/N(C)C
HOMO-LUMO gap = 9.5538 eV
Spin multiplicity = 1

Each line ends with the Mulliken charge.
Cartesian coordinates (Å):
C: -0.323 -1.098 -0.384  -0.885
C: 1.002 1.111 -0.136  -0.751
N: -1.351 -0.667 1.851  -0.510
N: -0.513 0.262 1.660  -0.158
N: 0.178 0.057 0.355  0.259
H: -1.091 -0.712 -1.041  0.347
H: 0.289 -1.556 -1.125  0.317
H: -0.804 -1.821 0.236  0.330
H: 1.601 1.537 0.762  0.249
H: 1.576 1.014 -1.015  0.328
H: 0.295 2.036 -0.537  0.212
H: -1.609 -0.505 2.813  0.261

=====

Energetically preferred structure: entry B | next structure: +107.3 kJ/mol

=====

Entry A
Below is 2 unconnected molecules or ions with the total composition C2H5N3O3, with properties calculated with ωB97M-V/def2-TZVPD.

Computed properties:
HOMO-LUMO gap (alpha / beta) = 8.1552 / 8.2008 eV
Spin multiplicity = 1

Each line ends with the Mulliken charge.
Cartesian coordinates (Å):
C: -1.810 0.974 0.192  -0.677
C: 0.710 -1.501 -0.513  -0.473
N: -0.712 0.226 -0.386  -0.438
N: -0.183 -0.781 0.216  0.823
N: 2.212 0.473 -0.043  0.738
O: -0.473 -1.144 1.372  -0.730
O: 1.373 1.313 0.019  -0.321
O: 3.406 0.356 -0.152  -0.464
H: -2.668 1.174 -0.655  0.231
H: -1.502 1.965 0.430  0.272
H: -2.162 0.494 1.100  0.340
H: 0.500 -1.229 -1.555  0.368
H: 1.309 -2.320 -0.025  0.331

=====

Entry B
Below is a molecular structure, C2H5N3O3, with properties calculated with ωB97M-V/def2-TZVPD.

Computed properties:
HOMO-LUMO gap = 9.2040 eV
Spin multiplicity = 1

Each line ends with the Mulliken charge.
Cartesian coordinates (Å):
C: -0.031 -0.252 -0.003  0.430
C: -2.320 -0.442 -0.121  0.247
H: 1.336 1.315 1.176  0.407
H: -0.761 1.576 -0.327  0.310
H: 1.074 -1.904 -0.173  0.377
H: 2.697 -0.168 0.169  0.311
H: -3.269 -1.059 -0.619  0.281
N: 0.061 1.077 -0.332  -0.040
N: 1.168 -0.987 0.412  -0.316
N: -1.172 -1.091 0.055  -0.539
O: 1.300 1.788 0.032  -0.451
O: 2.208 -0.700 -0.382  -0.323
O: -2.290 0.845 0.114  -0.693

=====

Entry C
Below is 2 unconnected molecules or ions with the total composition C2H5N3O3, with properties calculated with ωB97M-V/def2-TZVPD.

Computed properties:
SMILES string = N/C=[N+](\[O-])O.N=C=O
HOMO-LUMO gap = 8.9860 eV
Spin multiplicity = 1

Each line ends with the Mulliken charge.
Cartesian coordinates (Å):
C: -1.390 2.920 -1.738  0.474
C: 0.322 -0.300 0.670  -0.090
N: -0.812 1.847 -1.706  -0.415
N: 1.340 0.265 -0.073  -0.333
N: -0.826 -0.807 0.230  0.550
O: -1.580 -1.304 1.437  -0.458
O: -1.782 3.984 -1.540  -0.405
O: -1.416 -0.665 -0.846  -0.788
H: 0.476 -0.631 1.660  0.383
H: -2.162 -1.971 1.061  0.329
H: -1.178 0.934 -1.705  0.340
H: 1.373 0.522 -1.017  0.221
H: 2.217 0.504 0.343  0.191

=====

Energetically preferred structure: entry C | next structure: +325.8 kJ/mol